A cluster of 2 separate species, C3H12N3O in total. Source: the OMol25 dataset; level of theory: ωB97M-V/def2-TZVPD.

```
19
Properties=species:S:1:pos:R:3:forces:R:3
C -0.2693 -1.4460 -1.0796 -0.4 -0.3 0.4
N -0.7682 -0.4658 -0.1334 0.6 0.1 0.3
C -1.1117 -1.0333 1.1532 0.5 -0.3 -0.2
N -2.4643 -1.5770 1.2382 -0.3 -0.1 0.3
H 0.1674 -0.9220 -1.9220 0.0 0.0 -0.2
H 0.5134 -2.1024 -0.6446 -0.1 0.1 -0.1
H -1.0798 -2.1086 -1.4394 0.2 0.2 0.0
H 0.0252 0.2186 0.0965 -0.6 0.0 0.0
H -0.9561 -0.2712 1.9158 -0.2 0.2 -0.1
H -0.4171 -1.8508 1.4372 -0.1 0.0 -0.1
H -3.0820 -0.9654 0.7159 0.0 0.0 0.0
H -2.5252 -2.4879 0.8017 0.1 0.0 -0.1
N 2.2809 1.8346 -0.9663 0.0 -0.3 -0.2
C 1.2108 2.2520 -0.0070 -0.5 -0.2 0.1
O 0.9355 1.2978 0.8960 0.3 0.0 -0.3
H 2.7199 2.6244 -1.4281 0.1 0.1 0.1
H 2.9792 1.3114 -0.4489 0.0 0.2 0.1
H 1.4953 3.1975 0.5001 0.2 0.3 -0.1
H 0.3460 2.4941 -0.6853 0.1 0.1 0.2
```
Positions in Å, forces in eV/Å.

Values from the calculation:
LUMO   4.263 eV
HOMO-LUMO gap   7.2 eV
Energy above the lowest of the compared OMol25 structures with the same formula, charge and spin   31.5 kJ/mol
Net charge   -1

Charges computed using Mulliken, reported in e:
1 C -0.973
2 N -0.377
3 C -0.531
4 N -0.670
5 H 0.330
6 H 0.294
7 H 0.277
8 H 0.511
9 H 0.343
10 H 0.314
11 H 0.285
12 H 0.243
13 N -0.563
14 C -0.484
15 O -0.858
16 H 0.200
17 H 0.203
18 H 0.247
19 H 0.210

A cluster of 2 separate species, C28H58NO2 in total. Source: the OMol25 dataset; level of theory: ωB97M-V/def2-TZVPD.

```
89
Properties=species:S:1:pos:R:3:forces:R:3
C 7.0815 -4.8227 0.3434 0.0 0.0 0.0
C 6.4777 -3.6460 -0.4142 0.0 0.0 0.0
C 7.3571 -3.1901 -1.5768 0.0 0.0 0.1
C 6.9092 -1.8632 -2.2161 0.0 0.0 0.0
C 8.0281 -0.8150 -2.3365 0.1 0.0 0.0
C 8.0525 0.2078 -1.2010 0.1 0.0 0.0
C 6.8330 1.1257 -1.1354 0.0 0.0 -0.1
C 6.6603 1.7690 0.2369 0.0 0.0 0.0
C 5.6140 2.8791 0.2790 0.0 0.0 0.1
C 4.1766 2.3805 0.1039 0.0 0.0 0.0
C 3.1807 3.4659 -0.3484 0.0 0.1 0.0
C 2.4550 3.1787 -1.6795 0.0 0.0 0.0
C 0.9291 3.2592 -1.6220 0.0 0.0 -0.1
C 0.2842 2.3377 -0.5894 0.0 0.0 -0.1
C -1.2508 2.4524 -0.5736 0.0 0.1 -0.1
C -2.0368 1.1640 -0.8480 0.0 0.0 -0.1
C -1.5907 -0.0006 0.0283 0.0 0.0 0.1
C -2.4435 -1.2568 -0.1759 -0.2 0.0 -0.1
C -2.0261 -2.3658 0.7839 0.0 0.0 0.0
C -2.2962 -1.7811 -1.6061 -0.1 0.0 0.0
N -3.8534 -0.8699 0.1673 0.2 0.4 0.2
O -4.0755 -0.8672 1.4282 -0.1 -0.1 -0.1
C -4.5069 0.2534 -0.5907 0.0 -0.2 0.0
C -5.7531 0.6692 0.1887 0.0 0.1 0.1
C -4.9564 -0.2276 -1.9878 0.0 -0.2 0.0
C -3.5293 1.4512 -0.6444 -0.1 0.1 -0.2
H 7.9205 -4.4991 0.9627 0.0 0.0 0.0
H 7.4605 -5.5795 -0.3478 -0.1 0.0 0.0
H 6.3549 -5.3047 0.9991 0.0 0.0 0.0
H 6.3267 -2.8039 0.2687 0.0 0.0 0.0
H 5.4872 -3.9165 -0.7928 0.0 0.0 0.0
H 7.3636 -3.9806 -2.3323 0.1 0.0 0.0
H 8.3875 -3.1005 -1.2149 0.0 0.0 0.0
H 6.4817 -2.0532 -3.2023 0.0 0.0 0.0
H 6.0888 -1.4570 -1.6173 0.0 0.0 0.0
H 8.9876 -1.3398 -2.3371 0.0 0.0 -0.1
H 7.9743 -0.2933 -3.2961 -0.1 0.0 0.0
H 8.9458 0.8308 -1.3077 0.0 0.0 0.1
H 8.1664 -0.3201 -0.2461 -0.1 0.0 0.0
H 5.9342 0.5635 -1.3998 0.0 0.0 0.0
H 6.9323 1.9162 -1.8887 0.0 -0.1 0.0
H 7.6258 2.1726 0.5586 0.0 0.0 0.0
H 6.3960 0.9922 0.9645 0.0 0.0 0.0
H 5.8417 3.6186 -0.4969 0.0 -0.1 0.0
H 5.6936 3.4040 1.2357 0.0 0.1 -0.1
H 3.8423 1.9490 1.0521 0.0 -0.1 0.0
H 4.1699 1.5611 -0.6187 0.0 0.0 0.0
H 3.7169 4.4141 -0.4366 0.0 0.0 0.0
H 2.4408 3.6304 0.4370 0.0 0.0 0.0
H 2.7319 2.1871 -2.0510 0.0 0.0 0.1
H 2.8063 3.8855 -2.4351 0.0 -0.1 -0.1
H 0.5370 2.9715 -2.6038 0.0 0.1 0.0
H 0.6101 4.2942 -1.4557 0.0 0.0 0.1
H 0.5889 1.3123 -0.8189 0.0 0.0 0.0
H 0.6796 2.5548 0.4036 0.0 -0.1 0.0
H -1.5907 2.8596 0.3834 0.1 0.0 0.0
H -1.5449 3.1863 -1.3324 -0.1 0.0 0.1
H -1.8757 0.9091 -1.9024 0.1 -0.1 0.0
H -1.6622 0.2874 1.0839 0.0 0.0 0.0
H -0.5511 -0.2690 -0.1704 0.0 0.0 0.0
H -1.8247 -1.9802 1.7806 0.0 0.0 0.0
H -1.1278 -2.8538 0.4030 0.0 0.1 0.0
H -2.8129 -3.1164 0.8636 0.0 0.0 0.0
H -2.5280 -1.0472 -2.3749 0.1 0.0 0.1
H -1.2585 -2.0870 -1.7433 0.0 0.0 0.0
H -2.9300 -2.6561 -1.7636 0.0 0.0 0.0
H -6.3193 -0.2045 0.5087 -0.1 0.0 -0.1
H -6.3817 1.2911 -0.4511 0.0 0.0 0.0
H -5.5025 1.2419 1.0783 0.0 -0.1 0.1
H -4.6683 0.4817 -2.7651 0.0 0.0 0.0
H -4.5571 -1.2034 -2.2534 -0.1 0.1 0.0
H -6.0412 -0.3212 -2.0128 0.0 0.0 0.0
H -3.6425 2.0206 0.2820 0.0 -0.1 0.1
H -3.8678 2.1077 -1.4518 0.0 0.1 0.1
C -7.9094 -2.3842 3.1664 0.0 0.0 0.0
C -7.4809 -0.9595 3.4704 0.1 0.0 0.0
O -8.1483 0.0220 2.6936 0.0 0.1 -0.1
C -9.5555 0.0876 2.8301 0.0 0.0 0.0
C -10.0288 0.4066 4.2379 0.0 0.0 0.0
H -7.7707 -2.6073 2.1076 0.0 0.0 0.0
H -7.3007 -3.0792 3.7465 0.0 0.0 0.0
H -8.9539 -2.5664 3.4237 0.0 0.0 0.0
H -6.4266 -0.8304 3.2228 0.0 0.0 0.0
H -7.5934 -0.7486 4.5403 0.0 0.0 0.0
H -10.0242 -0.8382 2.4756 0.0 0.0 0.0
H -9.8604 0.8818 2.1477 0.0 0.0 0.0
H -9.7698 -0.3812 4.9461 0.0 0.0 0.0
H -11.1149 0.5112 4.2446 0.0 0.0 0.0
H -9.5888 1.3412 4.5882 0.0 0.0 0.0
```
Positions in Å, forces in eV/Å.

Values from the calculation:
LUMO (alpha / beta)   0.690 / 0.683 eV
HOMO-LUMO gap (alpha / beta)   8.6 / 9.9 eV
Net charge   0
Spin multiplicity   2

Charges computed using Mulliken, reported in e:
1 C -1.348
2 C -0.285
3 C -0.744
4 C -0.496
5 C -1.071
6 C -0.771
7 C -0.120
8 C -0.812
9 C -0.803
10 C -0.403
11 C -0.719
12 C -0.966
13 C -0.828
14 C -0.072
15 C -1.461
16 C 1.763
17 C -1.677
18 C 2.023
19 C -1.975
20 C -2.181
21 N 0.541
22 O -0.622
23 C 2.458
24 C -2.329
25 C -1.726
26 C -2.331
27 H 0.330
28 H 0.318
29 H 0.382
30 H 0.265
31 H 0.317
32 H 0.312
33 H 0.331
34 H 0.447
35 H 0.268
36 H 0.457
37 H 0.385
38 H 0.437
39 H 0.313
40 H 0.133
41 H 0.245
42 H 0.355
43 H 0.287
44 H 0.450
45 H 0.309
46 H 0.331
47 H 0.081
48 H 0.556
49 H 0.380
50 H 0.397
51 H 0.379
52 H 0.367
53 H 0.321
54 H 0.110
55 H 0.177
56 H 0.406
57 H 0.519
58 H -0.002
59 H 0.393
60 H 0.401
61 H 0.407
62 H 0.431
63 H 0.449
64 H 0.448
65 H 0.424
66 H 0.440
67 H 0.506
68 H 0.478
69 H 0.395
70 H 0.311
71 H 0.313
72 H 0.522
73 H 0.383
74 H 0.275
75 C -1.178
76 C -0.249
77 O -0.304
78 C -0.393
79 C -1.047
80 H 0.298
81 H 0.396
82 H 0.338
83 H 0.224
84 H 0.350
85 H 0.319
86 H 0.320
87 H 0.266
88 H 0.384
89 H 0.294

A cluster of 2 separate species, C5H11NO in total. Source: the OMol25 dataset; level of theory: ωB97M-V/def2-TZVPD.

```
18
Properties=species:S:1:pos:R:3:forces:R:3
N -0.8675 2.3673 0.4016 -2.5 -0.8 1.3
C -0.8439 1.0338 0.7717 -1.3 1.8 -1.8
C -0.3252 0.1372 -0.1426 -0.1 -0.2 -2.7
C -0.3170 0.3831 -1.6215 -1.6 1.1 2.4
C 0.6457 -0.0399 -2.4425 2.2 0.1 -2.2
C -1.4247 0.4676 2.0196 -0.5 2.8 0.5
H -1.4499 3.0025 0.9864 0.8 -0.7 -0.2
H -1.1046 2.5818 -0.5779 1.1 -0.3 0.4
H 0.0806 -0.6524 0.4497 0.7 -1.2 -0.8
H -1.1650 1.0594 -1.9726 1.6 -0.5 0.4
H 1.0768 0.5336 -3.3868 -1.8 -1.3 1.8
H 1.2212 -0.9468 -2.2290 0.1 0.5 0.4
H -1.3494 1.3141 2.6796 -0.9 0.6 0.8
H -2.4563 0.0512 2.0446 0.8 0.4 -0.7
H -0.7580 -0.1255 2.5338 1.5 -2.2 0.5
H 2.2571 -3.6870 -0.0759 -2.7 -1.9 -0.8
H 3.6956 -4.0472 0.3803 2.5 -3.7 0.8
O 3.0846 -3.4328 0.1817 0.1 5.6 0.0
```
Positions in Å, forces in eV/Å.

Values from the calculation:
LUMO (alpha / beta)   -4.445 / -6.718 eV
HOMO-LUMO gap (alpha / beta)   9.1 / 7.5 eV
Energy above the lowest of the compared OMol25 structures with the same formula, charge and spin   250.4 kJ/mol
Net charge   +1
Spin multiplicity   2

Charges computed using Mulliken, reported in e:
1 N -0.425
2 C 0.611
3 C -0.228
4 C -0.169
5 C -0.624
6 C -1.215
7 H 0.308
8 H 0.275
9 H 0.446
10 H 0.344
11 H 0.247
12 H 0.284
13 H 0.399
14 H 0.320
15 H 0.425
16 H 0.303
17 H 0.292
18 O -0.593

A cluster of 2 separate species, C4H2N4O2S in total. Source: the OMol25 dataset; level of theory: ωB97M-V/def2-TZVPD.

```
13
Properties=species:S:1:pos:R:3:forces:R:3
N 0.7307 -0.6786 -0.3519 0.7 -0.6 1.0
C -0.0233 -0.2248 -1.3135 -2.0 -0.1 -1.1
C -0.8160 0.1567 -2.1583 2.4 -0.5 2.4
N -1.7620 0.5181 -3.0062 -2.6 -0.2 -4.9
O -1.5927 1.4955 -3.8051 -0.3 -1.6 2.5
O -2.7150 -0.3119 -3.1559 1.7 1.9 0.7
H 0.5917 -1.6142 0.0998 -0.1 1.5 -0.9
H 1.0453 0.0949 0.2447 0.3 -0.9 0.1
N 0.7370 1.4984 1.3900 -0.3 3.3 -1.8
C 0.6037 2.4393 0.6753 0.4 -3.3 2.3
C 0.4337 3.4706 -0.1825 -0.1 -0.5 -0.4
N 0.1689 4.0144 -1.1903 0.5 -0.4 2.4
S -0.1462 5.0458 -2.2429 -0.6 1.3 -2.2
```
Positions in Å, forces in eV/Å.

Values from the calculation:
SMILES   NC#C[N+](=O)[O-].N#CC#[N+][S-]
LUMO   -1.556 eV
HOMO-LUMO gap   8.1 eV
Energy above the lowest of the compared OMol25 structures with the same formula, charge and spin   314.9 kJ/mol
Net charge   0

Charges computed using Mulliken, reported in e:
1 N -0.438
2 C 0.095
3 C 0.132
4 N 0.640
5 O -0.479
6 O -0.484
7 H 0.257
8 H 0.290
9 N -0.572
10 C 0.055
11 C 0.517
12 N 0.042
13 S -0.056